The following is a quantum chemistry calculation of the molecule C3H6S2, from the Open Molecules 2025 dataset.

XYZ file:
```
11
Properties=species:S:1:pos:R:3:forces:R:3:nbo_charge:R:1
S 1.4503 -1.3996 0.0777 0.2 0.0 1.0 -0.02
C 0.4437 0.0929 -0.2316 -0.1 -0.1 1.5 -0.33
S 1.3777 1.6509 0.0163 -0.5 -1.1 1.9 0.00
C -0.9914 -0.1233 0.2987 -0.1 0.3 0.1 -0.43
C -0.7000 0.0356 -1.2013 -1.7 0.9 -0.3 -0.43
H 1.5539 -1.3424 1.5184 -0.4 0.2 -2.1 0.14
H 1.6055 1.3369 1.4000 -0.2 0.7 -1.9 0.13
H -1.4713 0.6903 0.8921 0.5 -0.4 -1.0 0.22
H -1.2955 -1.1140 0.6854 0.7 0.6 -0.4 0.23
H -0.7622 -0.8546 -1.8798 -0.1 1.0 0.8 0.24
H -1.2107 1.0273 -1.5759 1.7 -2.0 0.4 0.25
```
Positions in Å, forces in eV/Å.

Values from the calculation:
**Kohn-Sham gap**: 0.3510 Ha
**Energy**: -914.21115 a.u.
**Energy above the lowest of the compared OMol25 structures with the same formula, charge and spin**: 1.756 eV
**Structure (SMILES)**: SC1(S)CC1
**HOMO level**: -8.9 eV
**Lowest unoccupied orbital energy**: 0.0244 Ha